No. 1
19
Properties=species:S:1:pos:R:3:forces:R:3 method="wB97M-V/def2-TZVPD" relative_energy_kj_mol=337.28 largest_force_ev_per_a=4.01 e_lumo_ev=0.63 homo_lumo_gap_ev=9.448 total_energy_ev=-9830.4105 e_homo_ev=-8.8
C -1.7456 0.7996 -0.5560 0.213 -1.074 0.152
C -0.5757 0.8758 0.3740 2.274 2.388 -1.091
N 0.6285 1.1795 -0.0802 -2.924 1.006 0.739
C 1.4725 2.0123 0.7691 0.488 -0.886 0.156
H -1.4189 0.5769 -1.5731 -0.027 0.059 0.083
H -2.2621 1.7639 -0.5522 0.150 -0.011 0.073
H -2.4554 0.0433 -0.2137 -0.125 0.022 -0.128
H -0.8182 1.0068 1.4386 0.082 -0.010 0.005
H 1.2849 1.8697 1.8426 -0.076 0.102 -0.008
H 2.5122 1.7424 0.5726 0.015 0.053 0.077
H 1.3589 3.0697 0.5180 -0.194 -0.129 -0.041
C -0.4507 -2.3065 -0.7370 0.535 0.045 0.149
N 0.1876 -1.4007 0.2315 -0.062 0.578 -0.046
C 1.4569 -0.8244 -0.0608 0.378 -3.978 0.298
N 2.5932 -1.0774 -0.2149 -1.305 1.597 0.033
H -1.5260 -2.3133 -0.5490 0.078 0.041 -0.003
H -0.0685 -3.3246 -0.6462 0.009 -0.070 -0.140
H -0.2755 -1.9586 -1.7558 0.008 0.062 0.157
H 0.1020 -1.7345 1.1923 0.484 0.207 -0.465


No. 2
16
Properties=species:S:1:pos:R:3:forces:R:3 method="wB97M-V/def2-TZVPD" relative_energy_kj_mol=66.83 s2=0.7526 largest_force_ev_per_a=3.50 e_lumo_ev="3.31 / 3.31" charge=-1 homo_lumo_gap_ev="2.985 / 7.737" total_energy_ev=-29938.4194 e_homo_ev="0.3 / -4.4" multiplicity=2
S 1.6680 2.2358 -2.6199 -0.400 3.275 -1.157
S 1.8899 0.3946 -1.8417 0.073 -2.580 1.288
C 0.2719 0.0502 -1.1111 -0.258 -2.580 0.803
C 0.3315 -0.5654 0.3285 -1.366 2.473 -0.238
C -1.1106 -1.0417 0.6403 -0.737 -0.476 0.579
N -1.4152 -1.2954 1.9590 1.052 -0.183 0.115
O -2.0051 -1.1442 -0.1730 0.127 0.001 -0.628
N 0.5095 0.5297 1.3207 0.913 -0.600 0.789
H 0.9093 2.3219 -3.7988 0.120 -0.237 0.089
H -0.2064 -0.7616 -1.6803 0.161 0.447 -0.279
H -0.4975 0.8103 -1.0173 0.425 0.722 -0.492
H 1.0808 -1.3339 0.4540 0.140 -0.178 0.033
H -0.7601 -0.9918 2.6537 0.160 0.254 0.013
H -2.3725 -1.2615 2.2373 -0.427 -0.108 -0.219
H 1.4617 0.6033 1.6522 0.080 -0.037 -0.237
H 0.2448 1.4497 0.9964 -0.064 -0.192 -0.460


No. 3
72
Properties=species:S:1:pos:R:3:forces:R:3 method="wB97M-V/def2-TZVPD" largest_force_ev_per_a=0.72 e_lumo_ev=1.59 charge=-1 homo_lumo_gap_ev=7.989 total_energy_ev=-97594.3775 e_homo_ev=-6.4
C -2.9902 2.4659 -3.6814 0.124 -0.072 0.403
C -1.5943 2.9752 -3.2943 -0.061 0.023 -0.205
C -1.5997 3.9303 -2.0994 -0.007 -0.196 -0.192
C -2.2302 3.3468 -0.8475 0.267 0.172 -0.020
O -1.2683 2.5364 -0.1761 -0.250 -0.058 -0.026
Si -1.7570 1.1868 0.6286 0.422 0.417 -0.160
C -3.2560 1.6437 1.6680 -0.020 0.027 0.181
B -3.3625 0.9583 3.0730 0.033 -0.263 -0.012
O -2.5902 1.3933 4.1302 -0.250 0.456 -0.259
O -4.2087 -0.1075 3.3167 -0.303 0.476 0.179
C -0.3012 0.6213 1.6281 0.370 -0.195 -0.161
C 0.1564 -0.8018 1.2973 -0.144 0.233 0.198
C 0.9074 -0.8817 -0.0233 0.113 -0.272 -0.162
O 0.9525 -1.2226 2.4089 -0.025 0.038 0.003
C 1.6428 -2.4419 2.2374 0.155 -0.182 0.139
C 0.7493 -3.5983 1.8560 -0.194 -0.059 -0.025
C -0.4442 -3.8187 2.5463 0.066 -0.100 -0.080
C -1.2825 -4.8668 2.1890 0.040 0.063 -0.020
C -0.9391 -5.7077 1.1360 0.186 -0.005 -0.116
C 0.2520 -5.5015 0.4511 0.071 0.180 0.052
C 1.0877 -4.4461 0.8075 -0.108 -0.012 0.092
O -2.1514 0.0719 -0.5489 -0.529 -0.045 0.494
Si -3.2660 -1.1223 -0.3874 0.350 -0.126 -0.301
C -5.0074 -0.5516 -0.9024 -0.166 -0.206 -0.126
O -5.0294 0.8388 -1.1190 -0.077 0.044 0.135
O -6.4230 1.1721 -1.3543 0.077 -0.043 0.009
H -3.7517 3.2093 -3.4277 -0.028 0.066 -0.202
H -3.0515 2.2390 -4.7448 -0.050 -0.028 0.008
H -3.2476 1.5659 -3.1173 -0.016 0.019 -0.094
H -1.1689 3.5058 -4.1499 0.083 0.004 0.057
H -0.9321 2.1294 -3.0975 -0.009 0.012 0.040
H -2.1316 4.8429 -2.3870 -0.040 0.003 0.061
H -0.5696 4.2030 -1.8578 -0.072 0.120 0.053
H -3.1215 2.7628 -1.1022 -0.035 0.024 0.019
H -2.5368 4.1554 -0.1757 -0.007 -0.025 0.037
H -4.1832 1.5506 1.0943 0.076 -0.103 -0.106
H -3.1094 2.7163 1.8448 0.050 -0.024 -0.010
H -3.1075 1.4400 4.9397 0.232 -0.452 0.166
H -4.9073 -0.1497 2.6574 0.131 -0.260 -0.101
H 0.5291 1.3041 1.4161 -0.038 0.028 0.042
H -0.4918 0.6910 2.7010 -0.123 -0.005 -0.006
H -0.7332 -1.4485 1.2685 0.082 -0.103 -0.100
H 1.9683 -0.6599 0.1099 -0.049 0.152 0.023
H 0.5101 -0.1891 -0.7643 -0.068 0.045 0.065
H 0.8368 -1.8844 -0.4529 0.053 0.042 0.006
H 2.4684 -2.3464 1.5241 -0.098 0.025 -0.072
H 2.0963 -2.6531 3.2094 -0.001 0.079 -0.008
H -0.7092 -3.1507 3.3588 -0.021 -0.014 -0.024
H -2.2104 -5.0297 2.7243 0.017 0.036 0.016
H -1.5920 -6.5191 0.8387 -0.028 0.011 0.063
H 0.5355 -6.1396 -0.3768 -0.066 -0.045 0.026
H 2.0085 -4.2609 0.2652 -0.025 -0.051 -0.038
H -2.8933 -2.2398 -1.2748 -0.023 -0.023 0.017
H -3.3238 -1.6061 1.0089 -0.047 0.033 0.033
H -5.7260 -0.8385 -0.1230 0.014 0.125 0.043
H -5.3129 -1.0826 -1.8121 0.023 0.054 -0.028
H -6.3311 2.1070 -1.5807 0.032 0.010 -0.036
C 8.0838 2.3223 -2.3475 -0.089 -0.088 0.080
F 8.8534 2.4033 -3.4393 0.046 0.023 -0.054
F 8.8436 2.5927 -1.2840 0.041 0.032 0.004
F 7.1390 3.2608 -2.4358 0.002 0.047 -0.024
S 7.3586 0.6285 -2.2557 0.003 0.145 0.083
O 8.4899 -0.2465 -2.1272 0.002 0.010 0.035
O 6.5570 0.5093 -3.4413 -0.028 0.019 0.018
N 6.5445 0.8664 -0.9220 -0.037 -0.422 -0.199
S 5.6549 -0.2665 -0.2808 0.024 0.170 0.134
O 6.3811 -1.3637 0.2959 0.027 0.013 -0.011
O 4.4517 -0.5798 -1.0028 -0.076 -0.012 -0.044
C 5.0683 0.7173 1.1642 0.087 0.001 -0.127
F 4.3821 1.7958 0.7815 -0.040 0.029 0.025
F 6.0792 1.1151 1.9383 -0.002 0.011 0.057
F 4.2556 -0.0518 1.9002 -0.052 -0.026 0.049


No. 4
19
Properties=species:S:1:pos:R:3:forces:R:3 method="wB97M-V/def2-TZVPD" relative_energy_kj_mol=341.58 largest_force_ev_per_a=1.32 e_lumo_ev="-0.22 / 0.71" homo_lumo_gap_ev="7.370 / 7.804" total_energy_ev=-23913.5105 e_homo_ev="-7.6 / -7.1"
C -1.3553 -2.4561 -0.2559 -0.126 -0.024 0.039
C -0.2331 -1.7221 -0.6322 0.059 0.179 -0.053
C -2.2961 -1.5700 0.2281 -0.131 -0.384 0.043
C -0.5064 -0.3712 -0.3547 -0.372 0.335 0.113
C 0.5853 2.9478 -0.4815 0.394 0.024 -0.114
C 2.1969 -0.3555 1.0407 -0.018 0.211 0.612
N -1.7744 -0.3206 0.1760 -0.139 0.512 0.121
N 0.3030 0.6653 -0.5347 0.873 0.469 -0.357
O -0.2372 1.8681 -0.1000 -0.801 -1.042 0.082
Cl 3.2483 -1.0204 -0.0837 0.380 -0.240 -0.466
H -1.4674 -3.5206 -0.3205 -0.083 -0.158 -0.026
H 0.6834 -2.0983 -1.0354 0.242 -0.019 -0.118
H -3.2857 -1.7571 0.5948 -0.168 0.033 0.076
H 1.0094 2.7713 -1.4709 -0.048 0.024 0.041
H 1.3949 3.0868 0.2399 -0.001 -0.004 -0.029
H -0.0517 3.8277 -0.4976 -0.014 0.045 0.029
H 1.4723 -1.0152 1.4779 -0.172 -0.081 -0.018
H 2.5502 0.5053 1.5748 0.044 0.201 0.042
H -2.2367 0.5349 0.4350 0.080 -0.082 -0.017